Record 1
The following is a quantum chemistry calculation of 10 unconnected molecules or ions with the total composition C30H70N10O10, from the OMol25 dataset.

Geometry as XYZ:
```
120
Properties=species:S:1:pos:R:3:mulliken_charge:R:1
C 31.81853 -25.12715 2.20766 0.084
O 32.75619 -25.09465 2.97807 -0.667
N 31.89616 -25.03105 0.87820 0.226
C 30.69240 -25.06886 0.07454 -0.578
C 33.18256 -24.97647 0.18445 -1.086
H 30.77238 -25.22461 2.55202 0.298
H 29.75156 -24.90154 0.58944 -0.346
H 30.67087 -26.02344 -0.45984 0.491
H 30.74268 -24.30709 -0.71355 0.440
H 33.57645 -23.95820 0.30704 0.319
H 33.89405 -25.60405 0.71730 0.329
H 33.06083 -25.17792 -0.87048 0.413
C 29.57770 -29.32846 3.30331 0.280
O 28.58695 -29.95594 3.63304 -0.675
N 30.50752 -28.93574 4.20921 0.361
C 31.79303 -28.38161 3.77281 -1.166
C 30.23384 -28.94244 5.61274 -0.922
H 29.77400 -29.01434 2.27177 0.216
H 32.62142 -28.74758 4.37387 0.398
H 31.76737 -27.28846 3.84858 0.420
H 31.96685 -28.63185 2.72768 0.253
H 30.55399 -29.83690 6.15108 0.305
H 30.70832 -28.07026 6.06822 0.392
H 29.15305 -28.85262 5.74560 0.134
C 26.72999 -27.14740 -0.17881 0.400
O 25.53504 -26.92438 -0.17274 -0.754
N 27.48730 -27.42138 -1.25499 0.558
C 26.95330 -27.48075 -2.59067 -1.308
C 28.81524 -28.00295 -1.11386 -0.781
H 27.33349 -27.26036 0.73547 0.095
H 27.45290 -26.81538 -3.29966 0.521
H 25.88806 -27.28709 -2.60360 0.109
H 27.11998 -28.47975 -3.02415 0.345
H 28.75982 -28.97508 -1.61222 0.337
H 29.51032 -27.45537 -1.75858 0.277
H 29.15371 -28.11493 -0.09134 0.068
C 27.65086 -23.69366 -1.13056 0.309
O 27.62344 -23.97578 -2.31356 -0.575
N 28.09709 -22.52862 -0.59544 0.123
C 28.74901 -21.51796 -1.37175 -0.957
C 28.15826 -22.33762 0.85091 -0.337
H 27.38528 -24.43298 -0.35015 0.122
H 28.32184 -20.54432 -1.13186 0.328
H 28.58460 -21.68050 -2.43845 0.257
H 29.83669 -21.54478 -1.25771 0.322
H 29.20589 -22.23408 1.14889 0.315
H 27.55860 -21.47966 1.14306 0.360
H 27.82136 -23.25432 1.33443 -0.412
C 28.18622 -26.00914 3.47769 -0.405
O 28.46664 -26.08159 2.30107 0.113
N 26.92144 -25.81126 3.91577 0.294
C 26.54554 -26.09405 5.25977 -0.847
C 25.96216 -25.17990 3.02030 -0.604
H 28.89520 -26.19712 4.30136 0.318
H 26.13284 -25.27069 5.85034 0.396
H 27.34678 -26.56490 5.83280 0.271
H 25.75813 -26.86024 5.30638 0.228
H 25.51124 -25.92804 2.36480 0.098
H 25.20448 -24.70332 3.64157 0.446
H 26.39747 -24.40542 2.39567 0.024
C 25.14744 -28.88777 -5.89246 0.140
O 25.51958 -28.41374 -6.94419 -0.598
N 24.13689 -28.42261 -5.15775 0.117
C 23.77635 -28.99239 -3.86692 -0.972
C 23.45432 -27.21111 -5.55293 -1.030
H 25.65626 -29.73572 -5.39388 0.280
H 24.05600 -28.26251 -3.09479 0.419
H 24.33896 -29.89645 -3.66957 0.294
H 22.69289 -29.05507 -3.80857 0.378
H 22.58583 -27.09518 -4.90186 0.414
H 24.06258 -26.32581 -5.35807 0.269
H 23.10499 -27.29620 -6.57673 0.345
C 30.66201 -28.78753 -7.02456 0.144
O 30.49018 -27.67416 -6.57837 -0.602
N 31.16113 -29.84801 -6.32699 0.200
C 31.53007 -31.04916 -7.02177 -0.967
C 31.42818 -29.79027 -4.92699 -1.016
H 30.39883 -29.04159 -8.06076 0.313
H 31.03361 -31.14371 -7.98459 0.318
H 31.13118 -31.94796 -6.51607 0.316
H 32.61388 -31.18353 -7.02906 0.321
H 30.91510 -30.57976 -4.37899 0.363
H 32.50802 -29.88440 -4.73442 0.326
H 31.16282 -28.83907 -4.48387 0.271
C 27.87533 -23.87999 -8.01252 0.133
O 28.11766 -22.71853 -8.22050 -0.575
N 27.73667 -24.46620 -6.80127 0.169
C 27.51231 -25.86467 -6.71101 -0.546
C 27.91883 -23.69723 -5.60990 -1.089
H 27.73709 -24.60141 -8.83767 0.301
H 28.35529 -26.43251 -6.31727 0.243
H 27.20707 -26.30570 -7.65862 0.314
H 26.63494 -26.04815 -6.07855 0.015
H 28.23045 -22.68280 -5.87713 0.349
H 27.01106 -23.48375 -5.03184 0.336
H 28.68227 -24.05643 -4.91786 0.351
C 23.19602 -28.80117 3.95113 0.088
O 22.42240 -28.73524 4.89402 -0.595
N 24.51929 -29.06114 4.04132 0.223
C 25.39330 -28.91079 2.89259 -0.297
C 25.08895 -29.50938 5.29423 -0.815
H 22.87044 -28.69598 2.90101 0.360
H 24.94253 -28.18310 2.20792 0.280
H 25.67682 -29.81857 2.36131 0.242
H 26.31179 -28.36800 3.14300 -0.286
H 26.08481 -29.10406 5.43836 0.113
H 24.47438 -29.22046 6.14790 0.299
H 25.05395 -30.60339 5.30867 0.370
C 30.54094 -31.85492 0.01608 0.050
O 30.44314 -30.69522 0.33717 -0.592
N 31.36103 -32.73703 0.61835 0.155
C 31.35270 -34.14131 0.29872 -0.841
C 31.95888 -32.34609 1.88336 -0.876
H 30.05780 -32.26264 -0.88797 0.272
H 30.59488 -34.68580 0.89505 0.370
H 32.27780 -34.61712 0.60852 0.273
H 31.05565 -34.32862 -0.73047 0.290
H 32.65267 -33.11498 2.22540 0.359
H 32.61003 -31.48106 1.73165 0.261
H 31.24422 -32.14075 2.67901 0.286
```

Computed properties:
Molar mass ... 730.9 g mol⁻¹
E_LUMO ... 0.21 eV
Calculated total energy ... -2485.0268 Ha
HOMO level ... -8.5 eV
HOMO-LUMO gap ... 8.664 eV
Energy above the lowest of the compared OMol25 structures with the same formula, charge and spin ... 644.3 kJ/mol
SMILES string ... CN(C)C=O.CN(C)C=O.CN(C)C=O.CN(C)C=O.CN(C)C=O.CN(C)C=O.CN(C)C=O.CN(C)C=O.CN(C)C=O.CN(C)C=O

Record 2
The following is a quantum chemistry calculation of 2 unconnected molecules or ions with the total composition C3H10N2, from the OMol25 dataset.

Geometry as XYZ:
```
15
Properties=species:S:1:pos:R:3:mulliken_charge:R:1
C 2.87470 1.38474 2.97286 -0.511
C 2.21313 0.57425 2.15755 -0.347
H 2.86512 1.42432 4.05971 0.227
H 3.49731 2.22410 2.61620 0.198
H 1.55506 -0.15677 2.60671 0.209
H 2.40831 0.61347 1.09751 0.222
N -2.51396 -1.54664 -2.26584 -0.599
C -1.88707 -0.26513 -2.02550 -0.399
N -0.89781 -0.05872 -0.94831 -0.530
H -1.92106 -2.01802 -2.94189 0.259
H -2.49248 -2.13461 -1.43946 0.238
H -1.37530 0.11763 -2.91931 0.284
H -2.62953 0.55776 -2.07189 0.313
H -1.40789 0.13480 -0.09424 0.217
H -0.28852 -0.85119 -0.80412 0.219
```

Computed properties:
Molar mass ... 74.1 g mol⁻¹
E_LUMO ... 0.99 eV
Calculated total energy ... -229.7482 Ha
HOMO level ... -9.1 eV
HOMO-LUMO gap ... 10.091 eV
Energy above the lowest of the compared OMol25 structures with the same formula, charge and spin ... 160.3 kJ/mol
SMILES string ... C=C.NCN

Record 3
The following is a quantum chemistry calculation of a molecular structure, C5H10BrN2S, from the OMol25 dataset.

Geometry as XYZ:
```
19
Properties=species:S:1:pos:R:3:mulliken_charge:R:1
N -0.34154 -1.31408 -1.93109 -0.480
C -1.29011 -0.34848 -1.42359 -0.626
C -1.44103 -0.24559 0.09525 -0.700
N -0.27443 0.33077 0.77839 0.195
C -0.18230 1.51408 1.28780 0.089
S 1.38472 1.94572 1.84920 0.015
C 2.05364 0.61087 0.74455 -0.261
Br 2.02783 1.35508 -1.05172 -0.060
C 0.97186 -0.41692 1.01204 -0.794
H 0.57773 -0.93784 -2.09632 0.246
H -0.29638 -2.17518 -1.40960 0.239
H -1.08130 0.62691 -1.85913 0.361
H -2.28520 -0.63732 -1.77380 0.334
H -2.31283 0.36161 0.33141 0.403
H -1.58216 -1.24676 0.50364 0.331
H -1.01650 2.20275 1.29101 0.380
H 3.05537 0.26837 0.97159 0.538
H 0.97200 -0.49354 2.10882 0.419
H 1.06063 -1.40043 0.57155 0.373
```

Computed properties:
Molar mass ... 210.1 g mol⁻¹
E_LUMO ... -4.64 eV
Total charge ... +1
Calculated total energy ... -3277.9593 Ha
HOMO level ... -13.0 eV
HOMO-LUMO gap ... 8.311 eV

Record 4
The following is a quantum chemistry calculation of 11 unconnected molecules or ions with the total composition C42H96F8N11O20S8, from the OMol25 dataset.

Geometry as XYZ:
```
185
Properties=species:S:1:pos:R:3:mulliken_spin:R:1
C 1.42342 -2.36825 -1.27726 0.000
C 0.92183 -0.90080 -1.24917 0.000
O -0.05988 -0.58240 -0.50690 0.001
N 1.53438 0.14176 -2.18520 0.000
H 2.38402 -0.24308 -2.57263 0.000
H 0.97729 0.17797 -3.02690 0.000
C 1.69858 1.53136 -1.41967 -0.001
H 1.67298 -2.61824 -2.30843 0.000
H 0.57671 -3.02381 -1.07373 0.000
H 2.24338 -2.62409 -0.60620 0.000
H 0.71673 1.94114 -1.18273 0.001
H 2.22570 2.18979 -2.11011 0.000
H 2.31107 1.37744 -0.53126 0.000
C 3.47120 3.19881 1.98877 0.000
C 4.26661 3.34318 3.25002 0.000
O 5.10877 4.23374 3.39743 0.000
N 3.93590 2.21593 4.26979 0.000
H 3.00075 1.84825 4.16774 0.000
H 4.61471 1.47733 4.15239 0.000
C 3.85782 2.68188 5.75695 0.000
H 3.73323 4.04985 1.36014 0.000
H 2.40723 3.28614 2.20883 0.000
H 3.62556 2.22659 1.52074 0.000
H 3.02113 3.37339 5.85628 0.000
H 4.83854 3.10073 5.98248 0.000
H 3.60672 1.83821 6.39981 0.000
C -0.52490 4.92038 -1.01040 0.001
C 0.44110 5.29607 -2.10308 0.000
O 1.60312 4.92401 -2.10920 0.000
N -0.05185 6.12832 -3.23206 0.000
H -1.00577 6.40976 -3.05625 0.000
H 0.38852 7.03624 -3.27518 0.000
C 0.09203 5.59275 -4.57836 0.000
H -0.23678 4.19308 -0.25138 -0.002
H -1.29217 4.42229 -1.60312 -0.001
H -1.01292 5.71611 -0.44759 0.000
H 1.07357 5.13341 -4.69534 0.000
H -0.08766 6.43369 -5.24815 0.000
H -0.78503 4.96081 -4.71810 0.000
C -7.60945 2.46275 1.19385 0.006
C -6.15391 2.96374 1.41806 -0.025
C -5.75309 2.70481 2.93948 0.034
C -4.23747 2.82951 3.23356 -0.010
C -3.54707 1.77618 2.41999 0.027
C -3.71536 1.96376 0.91734 0.028
N -5.21087 2.11365 0.62177 0.387
O -5.58050 1.92459 -0.71068 0.567
C -3.26618 0.65399 0.19931 -0.045
C -2.93228 3.21372 0.38873 0.022
C -6.06042 4.40671 1.13494 0.030
H -8.26356 3.08377 1.80588 0.000
H -7.64581 1.42392 1.52188 -0.002
H -7.99370 2.63404 0.18831 0.001
H -6.16917 1.75095 3.26371 -0.004
H -6.30314 3.42348 3.54699 -0.001
H -4.15030 2.53343 4.27895 0.000
H -3.73232 3.78945 3.12657 -0.002
H -3.92931 0.81803 2.77206 0.005
H -2.49054 1.76486 2.68779 0.009
H -3.65361 0.44372 -0.79758 0.002
H -3.62246 -0.23815 0.71435 -0.021
H -2.18610 0.65668 0.05262 0.000
H -2.96839 3.26454 -0.69948 -0.027
H -1.87925 3.08836 0.64078 0.009
H -3.27056 4.16157 0.80736 0.008
H -6.19068 4.54723 0.06191 -0.002
H -5.25778 4.99942 1.57375 -0.001
H -6.92012 4.86258 1.62606 -0.001
C -2.87987 -1.49038 4.03001 0.001
C -3.42879 -2.60231 3.19888 0.000
C -2.40461 -3.14914 2.19316 0.000
N -2.95800 -4.06893 1.06855 0.000
C -3.53534 -5.28818 1.75173 0.000
C -1.90498 -4.43848 -0.00616 0.000
C -2.42979 -3.95242 -1.30848 0.000
C -3.37547 -2.82545 -1.01498 0.001
C -4.07497 -3.32194 0.26358 0.002
H -2.30938 -0.71948 3.51197 0.000
H -2.15862 -1.72569 4.81265 0.000
H -3.60541 -0.94780 4.63606 0.000
H -4.27425 -2.14456 2.68531 0.000
H -3.90918 -3.37531 3.79872 0.000
H -1.71000 -3.72896 2.80097 0.000
H -1.88347 -2.34173 1.67878 0.000
H -2.77425 -5.88773 2.25111 0.000
H -3.98852 -5.92130 0.98891 0.000
H -4.30306 -5.03115 2.48155 0.000
H -1.79642 -5.52155 0.05098 0.000
H -0.96524 -3.97441 0.29322 0.000
H -2.98536 -4.77907 -1.75129 0.000
H -1.71141 -3.61188 -2.05418 0.000
H -4.12210 -2.69886 -1.79896 0.000
H -2.83600 -1.91273 -0.76197 0.002
H -4.76139 -4.12709 0.00157 0.000
H -4.62521 -2.53005 0.77176 -0.001
C -0.48544 1.19614 -9.38845 0.000
C 0.38534 0.96559 -8.16519 0.000
C 1.91016 1.23324 -8.26295 0.000
N 2.57159 1.23970 -6.87470 0.000
C 2.49187 -0.17578 -6.21289 0.000
C 4.02833 1.60312 -7.09488 0.000
C 4.03375 3.10162 -6.93125 0.000
C 2.98701 3.40690 -5.92000 0.000
C 2.01778 2.30257 -5.87555 0.000
H -0.51708 2.27244 -9.55778 0.000
H -1.48217 0.75523 -9.37355 0.000
H 0.04846 0.82702 -10.26412 0.000
H 0.19305 -0.09405 -7.99702 0.000
H -0.08713 1.40354 -7.28594 0.000
H 2.21960 2.21767 -8.61401 0.000
H 2.37285 0.43566 -8.84423 0.000
H 2.90500 -0.17098 -5.20422 0.000
H 3.07160 -0.93155 -6.74280 0.000
H 1.41960 -0.32223 -6.08287 0.000
H 4.61511 1.17968 -6.27972 0.000
H 4.32902 1.31506 -8.10221 0.000
H 4.98477 3.53932 -6.62779 0.000
H 3.86876 3.56501 -7.90395 0.000
H 3.33588 3.58813 -4.90336 0.000
H 2.46650 4.33294 -6.16418 0.000
H 2.13252 1.88548 -4.87506 0.000
H 0.99895 2.68768 -5.91767 0.000
C 2.50942 -3.22006 2.82827 0.000
C 2.48634 -2.68964 4.34769 0.000
C 1.22504 -2.91435 5.18322 0.000
N 1.37759 -2.67349 6.69284 0.000
C 2.50367 -3.53886 7.27525 0.000
C 0.08126 -3.19119 7.39980 0.000
C -0.16130 -2.24774 8.54423 0.000
C 0.23160 -0.89873 8.01799 0.000
C 1.31045 -1.10537 6.98626 0.000
H 1.95647 -4.10225 2.50562 0.000
H 3.48750 -3.26528 2.34930 0.000
H 1.97632 -2.47307 2.24013 0.000
H 2.77969 -1.64784 4.47684 0.000
H 3.35225 -3.25301 4.69542 0.000
H 0.94512 -3.95324 5.00870 0.000
H 0.44728 -2.22430 4.85608 0.000
H 2.32498 -3.64927 8.34482 0.000
H 3.48219 -3.16549 6.97324 0.000
H 2.42306 -4.51983 6.80693 0.000
H 0.23064 -4.23334 7.68216 0.000
H -0.68548 -3.14015 6.62676 0.000
H 0.47858 -2.61478 9.34668 0.000
H -1.18499 -2.29594 8.91549 0.000
H 0.39222 -0.07729 8.71623 0.000
H -0.67051 -0.54752 7.51706 0.000
H 2.34551 -0.93979 7.28513 0.000
H 1.14484 -0.52449 6.07893 0.000
N 1.36170 1.46245 4.25016 0.000
S 0.94742 0.61618 2.81617 0.000
O 0.77898 1.37115 1.59268 0.001
O 0.25664 -0.65978 2.92626 0.000
F 2.39404 0.07028 2.45913 0.000
S -0.00956 2.05535 4.25642 0.000
O -1.02085 1.08895 4.66031 0.000
O -0.38531 3.05827 3.27436 0.000
F 0.11927 2.78776 5.68987 0.000
N 1.78806 -7.81504 -1.35186 0.000
S 1.72698 -6.80710 -0.12094 0.000
O 1.79199 -5.44096 -0.55226 0.000
O 2.28792 -7.28480 1.12242 0.000
F 0.14068 -6.95748 0.18062 0.000
S 3.43054 -7.51137 -1.68367 0.000
O 4.41138 -7.80655 -0.65803 0.000
O 3.64195 -6.36035 -2.53243 0.000
F 3.59706 -8.74836 -2.67505 0.000
N 3.96689 -0.58780 -2.96281 0.000
S 4.68385 -1.84552 -3.20241 0.000
O 4.82595 -2.71774 -2.03495 0.000
O 5.64670 -2.13313 -4.26218 0.000
F 3.30425 -2.46512 -3.83264 0.000
S 5.41296 0.15361 -2.49635 0.000
O 6.18522 0.92568 -3.48234 0.000
O 6.17635 -0.52319 -1.45664 0.000
F 4.69294 1.39815 -1.63593 0.000
N -0.16367 0.16624 -4.21129 0.000
S -0.97537 -1.03548 -4.54915 0.000
O -1.17926 -1.18816 -6.00057 0.000
O -2.07842 -1.49397 -3.69975 0.000
F 0.20605 -2.14091 -4.33357 0.000
S -1.37822 1.32609 -4.33519 0.000
O -2.35203 1.35605 -3.24628 0.001
O -1.73891 1.94599 -5.65053 0.000
F -0.41103 2.54315 -3.93051 0.000
```

Computed properties:
2S+1 ... 2
Molar mass ... 1483.8 g mol⁻¹
E_LUMO ... -5.64 eV
Total charge ... +2
Calculated total energy ... -7748.3577 Ha
HOMO level ... -10.8 eV
HOMO-LUMO gap ... 5.192 eV

Question: What is the molar mass in the first record?
Answer: 730.9 g mol⁻¹

Question: Which of these has the lowest HOMO level?
Answer: C5H10BrN2S

Question: What is the HOMO-LUMO gap in the first record?
Answer: 8.664 eV

Question: What is the HOMO-LUMO gap in the first record?
Answer: 8.664 eV